[1]
{"formula": "C30H39ClLuPSi2", "method": "the ωB97M-V functional and the def2-TZVPD basis", "e_tot_ev": -102933.130, "orbital_gap_ev": 7.4, "mol_weight_g_mol": 697.2, "e_lumo_ev": -0.1, "fmax_ev_per_a": 3.41, "multiplicity": 1, "de_lowest_ev": 0.253, "symbols": ["C", "C", "C", "H", "C", "C", "H", "H", "H", "H", "Lu", "Cl", "P", "C", "C", "H", "C", "H", "C", "H", "C", "H", "C", "H", "C", "C", "H", "C", "H", "C", "H", "C", "H", "C", "H", "C", "C", "H", "C", "H", "C", "H", "C", "H", "C", "H", "C", "Si", "C", "C", "C", "Si", "C", "C", "C", "H", "H", "H", "H", "H", "H", "H", "H", "H", "H", "H", "H", "H", "H", "H", "H", "H", "H", "H"], "coordinates": [[1.24394, 2.09765, -1.37191], [0.78345, 0.74579, -1.42874], [-0.64857, 0.77794, -1.49332], [1.40141, -0.14745, -1.52221], [-1.06994, 2.14883, -1.43990], [0.09958, 2.96300, -1.34550], [0.11974, 4.05185, -1.33031], [2.28306, 2.41832, -1.43520], [-1.29080, -0.08844, -1.64857], [-2.09759, 2.50857, -1.51662], [-0.03398, 1.65997, 0.68292], [-2.29119, 1.37543, 1.56349], [-0.55984, -3.18845, -0.42811], [-2.02069, -3.21354, -1.45788], [-2.19773, -4.01656, -2.60017], [-1.41237, -4.71055, -2.90522], [-3.38592, -3.91285, -3.32298], [-3.52551, -4.52633, -4.21217], [-4.38832, -3.02333, -2.92179], [-5.32332, -2.96540, -3.48380], [-4.19622, -2.19920, -1.80392], [-4.96504, -1.48321, -1.50664], [-3.02048, -2.28534, -1.07296], [-2.85595, -1.64083, -0.20452], [0.89575, -3.72333, -1.32717], [1.10310, -3.21104, -2.63271], [0.34927, -2.56839, -3.08937], [2.27130, -3.52986, -3.31671], [2.42049, -3.14537, -4.32559], [3.25077, -4.32347, -2.70750], [4.15867, -4.57905, -3.25512], [3.07137, -4.78114, -1.39895], [3.85177, -5.36379, -0.91025], [1.90598, -4.48389, -0.69989], [1.76279, -4.82441, 0.32444], [-0.85227, -4.15565, 1.05303], [-1.82439, -5.16447, 1.17136], [-2.41483, -5.45445, 0.30257], [-2.01755, -5.78223, 2.41020], [-2.77340, -6.56297, 2.50847], [-1.26317, -5.39853, 3.52425], [-1.41907, -5.89281, 4.48534], [-0.31098, -4.37357, 3.41259], [0.26450, -4.05909, 4.28398], [-0.10476, -3.75363, 2.18877], [0.62025, -2.94287, 2.09274], [3.82580, 1.87468, 1.61753], [2.60412, 3.17679, 2.22652], [3.36435, 4.15071, 3.65750], [2.38941, 4.44384, 0.84924], [0.98147, 2.42153, 2.69979], [0.88762, 1.30530, 4.19161], [0.10927, 2.33464, 5.57029], [-0.13741, -0.26850, 4.01379], [2.55665, 0.65817, 4.81702], [4.80129, 2.34691, 1.42551], [3.50083, 1.40369, 0.67712], [3.98021, 1.07662, 2.35529], [4.16421, 4.78638, 3.24824], [2.62379, 4.81791, 4.12470], [3.80197, 3.52309, 4.44537], [2.74291, 4.08116, -0.12420], [1.35016, 4.78484, 0.75115], [3.00062, 5.32131, 1.11345], [0.21402, 3.22713, 2.84018], [-0.95007, 2.53644, 5.35099], [0.16363, 1.78704, 6.52345], [0.62406, 3.29753, 5.69980], [0.49335, -1.13957, 3.78402], [-0.63573, -0.46982, 4.97748], [-0.92407, -0.18883, 3.25214], [2.87702, -0.21359, 4.22750], [3.36975, 1.39604, 4.81122], [2.43030, 0.31892, 5.85780]], "mulliken_charge": [-0.518, -0.715, -0.037, 0.558, -0.766, -0.769, 0.547, 0.576, 0.445, 0.416, 1.239, -0.573, 0.516, 0.096, -0.079, 0.447, -0.580, 0.393, -0.470, 0.363, -0.637, 0.410, -0.413, 0.422, 0.408, -0.516, 0.478, -0.673, 0.379, -0.479, 0.361, -0.564, 0.387, -0.515, 0.394, 0.244, -0.406, 0.401, -0.522, 0.380, -0.487, 0.366, -0.530, 0.382, -0.427, 0.500, -0.959, 0.178, -1.156, -0.985, -0.574, 0.410, -1.124, -0.789, -1.119, 0.351, 0.264, 0.336, 0.363, 0.303, 0.325, 0.281, 0.207, 0.415, 0.473, 0.292, 0.328, 0.288, -0.066, 0.372, 0.244, 0.281, 0.266, 0.362]}



[2]
{"formula": "C30H39CoGe2N5", "method": "the ωB97M-V functional and the def2-TZVPD basis", "s_squared": 3.76, "e_tot_ev": -189837.272, "orbital_gap_ev": [6.0, 5.5], "mol_weight_g_mol": 673.8, "e_lumo_ev": [-7.1, -7.6], "fmax_ev_per_a": 0.97, "multiplicity": 4, "total_charge": 2, "symbols": ["Co", "C", "C", "Ge", "C", "C", "C", "C", "Ge", "C", "C", "C", "C", "C", "C", "C", "C", "C", "C", "H", "H", "H", "H", "H", "H", "H", "H", "H", "H", "H", "H", "H", "H", "H", "H", "H", "H", "H", "H", "H", "H", "H", "H", "H", "H", "C", "C", "C", "C", "C", "C", "N", "N", "C", "C", "C", "C", "C", "N", "H", "H", "H", "H", "H", "H", "H", "H", "H", "N", "C", "C", "N", "C", "H", "H", "H", "H"], "coordinates": [[1.01189, -0.81705, 0.12024], [1.29689, 3.89310, -1.47306], [1.51903, 2.37925, -1.33435], [0.70842, 1.71710, 0.31557], [1.73532, 2.19149, 1.91144], [1.57541, 3.68323, 2.23478], [-1.07824, 2.36268, 0.50609], [-2.10270, 1.52390, 0.54364], [-1.54832, -0.34481, 0.44808], [-1.56756, -1.33895, 2.14307], [-2.95585, -1.60788, 2.74096], [-2.23382, -1.37270, -1.06817], [-3.76165, -1.38180, -1.22595], [-3.53588, 1.92302, 0.64857], [-4.53902, 0.96461, 0.73201], [-5.88082, 1.31330, 0.81327], [-6.24090, 2.64918, 0.80865], [-5.25413, 3.62406, 0.71955], [-3.91940, 3.26516, 0.63505], [1.69524, 4.23796, -2.42844], [1.80012, 4.46149, -0.69330], [0.23680, 4.14929, -1.45149], [2.58389, 2.13246, -1.32245], [1.06716, 1.85360, -2.17483], [2.78506, 1.92954, 1.75459], [1.36010, 1.58585, 2.73839], [1.99469, 4.32239, 1.46037], [2.09904, 3.91781, 3.16272], [0.52924, 3.95736, 2.37454], [-1.23306, 3.43905, 0.59738], [-0.95557, -0.77267, 2.85065], [-1.06020, -2.28486, 1.94936], [-3.45516, -0.69092, 3.04151], [-2.84869, -2.22864, 3.63183], [-3.60621, -2.14705, 2.04964], [-1.85922, -2.38747, -0.93463], [-1.77946, -0.96721, -1.97547], [-4.26347, -1.81524, -0.36140], [-4.02831, -1.98805, -2.09299], [-4.16292, -0.38214, -1.38538], [-4.27577, -0.08327, 0.72966], [-6.64089, 0.54449, 0.87347], [-7.28376, 2.93330, 0.86542], [-5.52894, 4.67104, 0.71114], [-3.17433, 4.04685, 0.55473], [2.07856, -0.77304, -5.32274], [0.98242, -0.63202, -4.47941], [1.17967, -0.62194, -3.11026], [2.46188, -0.77281, -2.59517], [3.56368, -0.91461, -3.43402], [3.36292, -0.91030, -4.80082], [2.57176, -0.74772, -1.17406], [3.69547, -0.92723, -0.69283], [3.73932, -0.90584, 0.74044], [4.97975, -0.91620, 1.32449], [5.05452, -0.89902, 2.71550], [3.88722, -0.88209, 3.45256], [2.67257, -0.87356, 2.77906], [2.59812, -0.88514, 1.45044], [1.93342, -0.76679, -6.39549], [-0.01167, -0.51531, -4.89029], [0.34346, -0.47182, -2.43360], [4.55371, -1.02414, -3.01448], [4.20874, -1.01168, -5.46769], [5.85921, -0.93481, 0.69472], [6.01664, -0.90164, 3.21015], [3.90407, -0.87887, 4.53397], [1.73246, -0.85639, 3.31782], [0.42414, -4.85293, -0.82433], [0.71727, -4.97918, 0.51591], [0.85984, -3.71479, 0.97689], [0.64704, -2.82018, -0.06739], [0.40044, -3.55543, -1.13999], [0.25547, -5.61273, -1.46601], [0.80776, -5.93295, 1.00713], [1.08963, -3.39019, 1.97773], [0.20649, -3.18051, -2.13268]], "mulliken_spin": [3.119, 0.003, 0.011, -0.153, 0.013, 0.003, -0.008, 0.048, -0.075, 0.032, 0.010, 0.012, 0.004, -0.007, 0.000, 0.001, 0.000, 0.000, 0.000, 0.001, 0.000, 0.000, 0.000, 0.000, 0.000, -0.001, 0.000, 0.001, 0.000, -0.002, 0.000, -0.009, -0.001, 0.000, 0.000, -0.001, -0.002, -0.001, 0.000, 0.000, 0.001, 0.000, 0.000, 0.000, 0.001, 0.000, 0.014, 0.090, -0.046, -0.001, 0.000, -0.032, 0.027, 0.024, 0.005, 0.005, -0.003, -0.003, -0.011, 0.000, 0.000, -0.032, 0.000, 0.000, 0.001, 0.000, 0.000, 0.002, 0.006, 0.003, 0.021, -0.090, 0.020, -0.001, 0.000, 0.000, 0.000]}



[3]
{"formula": "C30H39CoO9PSSi2Te", "method": "the ωB97M-V functional and the def2-TZVPD basis", "s_squared": 0.76, "e_tot_ev": -130973.405, "orbital_gap_ev": [6.1, 6.6], "mol_weight_g_mol": 849.4, "e_lumo_ev": [3.9, 3.9], "fmax_ev_per_a": 0.56, "multiplicity": 2, "total_charge": -2, "de_lowest_ev": 1.508, "symbols": ["Co", "O", "S", "O", "O", "C", "C", "C", "C", "C", "C", "P", "C", "C", "C", "C", "C", "C", "C", "C", "C", "C", "C", "C", "H", "H", "H", "H", "H", "H", "H", "H", "H", "H", "H", "H", "H", "H", "O", "C", "O", "C", "O", "O", "C", "O", "C", "O", "H", "H", "H", "C", "Si", "C", "C", "C", "Te", "C", "Si", "C", "C", "C", "H", "H", "H", "H", "H", "H", "H", "H", "H", "H", "H", "H", "H", "H", "H", "H", "H", "H", "H", "H", "H", "H"], "coordinates": [[0.85490, -0.33746, -0.18956], [1.74850, 2.41584, -2.90764], [0.85474, 1.60311, -2.12226], [1.02948, 0.14460, -2.30909], [0.80303, 1.87038, -0.68700], [-0.77134, 1.97295, -2.79823], [-0.78065, 2.08772, -4.18755], [-1.94519, 2.38204, -4.87184], [-3.11680, 2.58051, -4.15564], [-3.10520, 2.46470, -2.77651], [-1.94633, 2.14764, -2.05784], [-1.99067, 1.86024, -0.21381], [-3.65229, 2.52863, 0.23020], [-4.53012, 1.78057, 1.01777], [-5.70060, 2.34341, 1.51036], [-6.02120, 3.66356, 1.23179], [-5.14704, 4.42701, 0.46872], [-3.97350, 3.86736, -0.01146], [-2.34190, 0.07029, -0.32382], [-3.53097, -0.37668, -1.03729], [-4.20566, -1.50398, -0.74110], [-3.91006, -2.24027, 0.46513], [-2.92482, -1.84602, 1.28887], [-1.97023, -0.77398, 0.99179], [0.15232, 1.96044, -4.71875], [-1.93567, 2.46593, -5.95210], [-4.04278, 2.81716, -4.66661], [-4.03274, 2.60954, -2.23895], [-4.29182, 0.75265, 1.25489], [-6.36440, 1.73928, 2.11757], [-6.93676, 4.09814, 1.61551], [-5.37626, 5.46508, 0.25631], [-3.29121, 4.48219, -0.58800], [-3.91344, 0.26809, -1.82102], [-5.07402, -1.78159, -1.32976], [-4.56174, -3.05736, 0.75636], [-2.81021, -2.28978, 2.27077], [-0.64109, 0.08832, 2.12358], [2.26790, 1.08833, 3.22597], [2.06138, 0.56505, 2.14918], [0.93356, 0.04552, 1.76868], [3.19595, 0.36865, 1.09460], [4.32393, 0.77701, 1.29207], [2.81494, -0.31764, 0.05944], [-1.05375, -1.98240, -2.29108], [-1.30106, -2.07110, -0.90808], [-1.08072, -0.84519, -0.21243], [-1.61871, -0.07327, 2.12255], [-1.47570, -2.88335, -2.74397], [0.01410, -1.91676, -2.51324], [-1.54719, -1.10444, -2.72592], [4.51561, -5.03347, -2.60059], [3.19094, -3.81072, -2.03692], [3.54948, -2.15759, -2.79998], [1.54066, -4.48248, -2.61393], [3.27266, -3.69281, -0.17613], [1.60618, -2.76808, 0.80914], [0.33387, -4.51503, 0.69632], [0.11419, -5.31934, 2.35519], [-0.57210, -4.12644, 3.62086], [-1.07972, -6.77085, 2.21847], [1.76292, -5.99439, 2.94328], [4.52107, -5.12330, -3.68947], [4.34459, -6.02783, -2.18150], [5.50806, -4.70255, -2.28833], [3.43249, -2.20826, -3.88644], [4.57436, -1.85280, -2.57605], [2.89453, -1.37270, -2.42360], [1.46025, -4.40765, -3.70079], [0.71544, -3.92109, -2.17551], [1.42081, -5.53321, -2.33554], [4.11405, -3.05701, 0.10842], [3.41056, -4.66450, 0.30449], [0.79372, -5.20326, -0.01556], [-0.60379, -4.15941, 0.26364], [-1.65522, -4.03473, 3.52700], [-0.14771, -3.12502, 3.52547], [-0.35164, -4.47868, 4.63239], [-2.05379, -6.42787, 1.86396], [-1.22633, -7.26177, 3.18388], [-0.71081, -7.51746, 1.51179], [2.49516, -5.18712, 3.01485], [2.15201, -6.74487, 2.25149], [1.67147, -6.45557, 3.92948]], "mulliken_spin": [0.920, 0.003, 0.004, 0.004, 0.032, -0.006, -0.001, 0.000, 0.001, 0.000, 0.004, 0.004, 0.000, 0.000, 0.000, 0.000, 0.000, 0.000, -0.025, -0.002, -0.001, -0.001, -0.001, 0.034, 0.000, 0.000, 0.000, 0.000, -0.001, 0.000, 0.000, 0.000, 0.000, 0.000, 0.000, 0.000, 0.000, 0.000, -0.001, 0.001, 0.016, 0.002, -0.001, 0.000, 0.004, 0.000, -0.034, 0.001, 0.000, 0.000, 0.000, 0.000, 0.001, -0.001, 0.001, 0.006, 0.024, 0.009, 0.001, 0.001, 0.001, 0.001, 0.000, 0.000, 0.000, 0.000, 0.000, 0.002, 0.000, 0.001, 0.000, 0.000, 0.001, 0.000, -0.002, 0.000, 0.000, 0.000, 0.000, 0.000, 0.000, 0.000, 0.000, 0.000]}